{
  "formula": "C5H9BaO3",
  "method": "ωB97M-V with the def2-TZVPD basis set",
  "s2": 0.755,
  "orbital_gap_ev": [3.89, 3.71],
  "multiplicity": 2,
  "elements": ["O", "Ba", "O", "C", "C", "C", "H", "H", "H", "H", "H", "O", "C", "C", "H", "H", "H", "H"],
  "coordinates": [[1.08329, -0.40279, -0.39031], [3.28839, 1.88205, -2.57912], [1.33191, 1.76002, -0.47469], [0.58236, 0.81428, -0.16148], [0.20794, -1.53191, -0.58558], [1.05029, -2.76540, -0.78773], [-0.43053, -1.62533, 0.30216], [-0.43373, -1.33188, -1.45363], [1.68179, -2.96216, 0.08823], [0.38392, -3.62498, -0.93954], [1.69221, -2.66337, -1.67240], [-0.16795, 0.83257, 0.94780], [-1.30580, 1.67342, 0.77462], [-1.89972, 2.05108, 2.02747], [-0.72898, 2.35560, -0.10305], [-1.55496, 1.60782, 2.96267], [-2.79206, 2.67517, 2.02768], [-1.98838, 1.25579, 0.01688]],
  "forces_ev_per_angstrom": [[-0.6, -0.2, -1.3], [-0.3, 0.0, 0.3], [-2.2, -0.6, -0.8], [5.4, -0.1, 2.4], [-0.6, 0.0, 0.4], [0.1, -0.1, -0.1], [0.1, 0.0, -0.2], [0.2, 0.0, 0.1], [-0.2, 0.1, -0.2], [0.2, 0.2, 0.0], [-0.2, 0.0, 0.2], [-1.3, -1.2, -0.6], [1.8, 1.6, -3.7], [-0.4, 0.6, 0.3], [-2.1, 0.6, 2.7], [0.0, 0.2, -0.4], [0.3, -0.2, 0.0], [-0.5, -0.6, 0.7]],
  "lowdin_charge": [-0.045, 0.369, -0.176, -0.606, -0.221, -0.070, 0.126, 0.127, 0.087, 0.085, 0.078, 0.003, -0.273, 0.083, 0.179, 0.070, 0.061, 0.122]
}

---

{
  "formula": "C28H40F6N8O5P2S7Ti",
  "method": "ωB97M-V with the def2-TZVPD basis set",
  "s2": 2.003,
  "orbital_gap_ev": [5.33, 7.53],
  "multiplicity": 3,
  "elements": ["Ti", "N", "C", "N", "C", "C", "S", "C", "C", "S", "C", "N", "N", "H", "H", "H", "H", "H", "H", "F", "C", "F", "F", "S", "O", "O", "N", "S", "O", "O", "C", "F", "F", "F", "C", "S", "C", "H", "H", "H", "H", "H", "H", "C", "N", "C", "P", "O", "N", "C", "C", "N", "C", "C", "H", "H", "H", "H", "H", "H", "H", "H", "H", "H", "H", "H", "H", "H", "H", "H", "H", "H", "S", "P", "S", "C", "C", "C", "C", "C", "C", "C", "C", "C", "C", "C", "C", "H", "H", "H", "H", "H", "H", "H", "H", "H", "H"],
  "coordinates": [[9.44366, 12.11271, 14.48914], [11.15614, 10.21869, 17.26221], [10.10730, 11.03393, 17.60408], [9.27522, 11.52352, 16.71824], [8.26029, 12.30417, 17.32016], [8.31071, 12.29643, 18.69712], [9.70150, 11.40297, 19.31303], [7.29749, 12.86814, 16.38320], [6.02550, 13.36850, 16.64325], [5.10710, 13.66714, 15.22337], [6.42607, 13.17375, 14.25744], [7.54957, 12.87374, 14.96469], [6.26307, 13.04453, 12.89969], [11.49203, 10.37054, 16.30028], [11.90049, 10.11560, 17.95257], [7.55075, 12.57967, 19.37180], [5.61889, 13.53272, 17.62795], [5.49318, 13.58174, 12.43988], [7.11268, 13.06698, 12.30225], [14.14243, 12.51230, 12.53800], [13.58754, 13.32580, 13.42148], [12.68185, 14.15744, 12.87752], [14.58792, 14.07113, 13.92880], [12.73084, 12.29256, 14.79667], [11.48644, 11.70070, 14.27258], [13.72752, 11.30036, 15.10948], [12.52658, 13.30479, 16.03197], [11.21112, 14.16357, 16.18782], [11.07138, 14.36751, 17.59739], [10.08045, 13.86034, 15.27521], [11.41005, 15.89849, 15.75098], [11.70799, 16.37916, 14.51593], [10.14331, 16.31239, 16.04998], [12.26737, 16.40407, 16.66610], [7.01994, 18.06409, 15.35075], [7.32571, 17.98844, 13.56225], [8.96590, 18.73009, 13.46436], [7.75115, 17.47676, 15.89508], [6.04628, 17.63931, 15.54110], [7.05248, 19.11919, 15.72304], [8.97763, 19.20860, 12.46747], [9.73574, 17.93938, 13.45127], [9.13865, 19.45219, 14.27980], [6.90987, 9.67194, 12.23009], [7.62632, 8.60028, 12.95464], [7.01119, 7.29597, 12.96931], [9.23310, 8.82200, 13.48701], [9.16874, 10.29275, 13.99430], [9.50053, 7.77259, 14.76156], [10.69646, 6.88272, 14.75460], [8.74624, 7.77771, 16.02271], [10.34696, 8.68859, 12.30164], [10.09447, 8.10396, 10.99477], [11.74352, 9.21928, 12.47420], [5.82217, 9.49311, 12.39825], [7.12064, 9.68947, 11.13961], [7.24797, 10.62711, 12.60850], [5.97989, 7.38847, 13.39731], [7.61494, 6.57193, 13.53166], [6.81201, 6.86798, 11.96109], [11.09035, 6.84088, 13.74266], [10.49540, 5.85339, 15.08163], [11.48432, 7.27750, 15.45562], [8.10036, 8.68676, 16.12827], [9.43605, 7.69124, 16.90348], [8.06404, 6.91086, 16.06601], [8.99448, 7.97291, 10.91919], [10.57115, 7.09394, 10.88390], [10.43394, 8.79455, 10.17955], [11.98243, 9.41874, 13.53814], [11.79884, 10.12932, 11.88147], [12.47781, 8.46887, 12.11369], [10.96360, 11.61305, 9.88122], [9.51602, 12.84836, 10.26659], [9.21811, 13.48797, 12.21016], [10.05073, 14.38440, 9.40063], [9.58867, 14.66512, 8.11259], [9.87152, 15.89318, 7.53439], [10.74126, 16.75887, 8.10954], [11.26277, 16.45907, 9.37078], [10.88094, 15.26740, 10.02131], [7.99740, 12.32536, 9.50147], [7.04018, 13.35740, 9.26720], [5.99869, 13.09796, 8.37665], [5.92574, 11.88518, 7.74811], [6.82708, 10.87730, 8.02209], [7.88133, 11.10606, 8.86702], [9.00708, 13.95920, 7.55859], [9.33822, 16.19742, 6.60948], [11.03197, 17.68785, 7.57066], [11.93475, 17.11354, 9.89602], [11.30714, 15.07064, 11.02582], [7.01298, 14.30794, 9.83028], [5.27688, 13.86939, 8.19120], [5.12761, 11.70512, 7.02942], [6.73397, 9.91180, 7.47755], [8.61198, 10.35147, 9.03754]],
  "forces_ev_per_angstrom": [[-0.4, 0.3, -0.6], [0.4, 0.4, -0.2], [-0.5, 0.0, 0.5], [0.4, 0.8, 0.7], [1.1, -1.1, 1.0], [0.6, -0.6, -1.4], [-0.6, 0.2, -2.0], [-2.9, 1.5, -1.7], [1.8, -0.8, 0.7], [0.0, 0.1, 0.5], [1.7, -0.4, -0.1], [-2.5, -0.4, 0.5], [-0.7, 0.8, -0.2], [-0.2, -0.2, 0.7], [-0.4, 0.1, -0.4], [-0.5, 0.7, 0.6], [-0.2, 0.0, -0.1], [0.9, -0.7, 1.0], [0.0, 0.0, 0.7], [-0.7, 0.1, -0.1], [-0.1, 0.4, 0.4], [0.6, -0.7, 0.1], [-0.8, -0.4, 0.2], [0.7, -0.5, -0.2], [1.9, 1.0, 0.2], [-0.4, 0.7, 0.2], [-0.2, -0.6, -1.7], [-0.4, -0.3, 0.0], [-1.0, -0.7, -0.2], [2.1, 1.0, 1.7], [-0.2, 1.9, 0.2], [-0.1, -1.1, 1.5], [0.9, 0.7, -0.4], [-0.4, 0.3, -1.2], [0.5, 0.9, 0.0], [-0.4, 0.0, 0.5], [0.3, -0.3, -0.6], [0.2, -0.1, 0.1], [-0.3, 0.0, 0.0], [-0.1, -0.8, -0.3], [0.2, 0.1, 0.6], [-0.2, 0.4, 0.2], [-0.1, -0.2, -0.5], [0.1, -0.7, -0.1], [1.8, -0.3, 0.1], [-1.2, -0.4, -0.5], [-2.3, 3.1, 1.0], [0.2, -4.3, -1.1], [0.9, -0.5, -0.6], [0.1, 0.7, 0.6], [-0.4, 0.3, 0.3], [1.0, -0.3, 0.4], [-0.6, -0.4, -0.4], [-0.4, -0.6, 0.4], [0.7, 0.4, -0.1], [-0.2, -0.3, 0.5], [-0.2, 0.2, 0.2], [0.8, -0.2, 0.1], [-0.3, 0.3, -0.1], [0.4, 0.3, 0.3], [0.1, 0.0, 0.1], [-0.4, 0.3, -0.1], [-0.6, -0.2, -0.7], [0.8, -0.6, -0.2], [-0.5, 0.3, -0.8], [0.2, 0.2, -0.1], [0.6, 0.0, -0.3], [-0.2, 0.8, 0.0], [-0.2, -0.5, 0.8], [-0.3, 0.0, -0.7], [0.2, 0.1, 0.1], [-0.5, 0.3, 0.1], [0.5, -1.0, 0.0], [1.5, 0.9, 1.3], [0.2, -0.3, -0.8], [-1.5, -0.9, -0.7], [0.2, 0.5, 0.4], [-1.3, -0.6, -1.6], [1.3, 1.7, 0.8], [-0.4, -0.9, 0.0], [1.4, 1.5, 0.8], [-0.9, 2.0, -0.4], [-0.4, -1.0, 0.4], [0.7, 0.7, 0.9], [-0.8, -0.7, -0.7], [-0.4, -1.1, -1.1], [-0.1, 0.2, 0.3], [-0.4, -0.3, -0.1], [0.7, -0.5, 0.5], [-0.3, -0.7, 0.6], [0.2, 0.3, -0.1], [-0.6, 0.1, -0.7], [0.6, -0.6, -0.4], [-0.3, 0.2, -0.2], [0.1, 0.0, 0.1], [0.1, 0.8, 0.6], [0.6, -0.4, 0.1]],
  "lowdin_charge": [0.519, 0.119, -0.646, 0.021, -0.297, -0.318, 1.035, -0.260, -0.348, 1.070, -0.656, -0.034, 0.055, 0.077, 0.111, 0.057, 0.071, 0.118, -0.049, 0.162, -0.612, 0.116, 0.135, 0.666, -0.416, -0.271, -0.253, 0.658, -0.243, -0.415, -0.597, 0.135, 0.090, 0.122, -0.434, 0.709, -0.432, 0.012, 0.013, 0.048, 0.028, 0.016, 0.044, -0.064, -0.300, -0.138, 0.667, -0.417, -0.294, -0.092, -0.103, -0.298, -0.110, -0.082, 0.100, 0.075, 0.040, 0.091, 0.072, 0.083, 0.061, 0.082, 0.094, 0.092, 0.089, 0.076, 0.071, 0.091, 0.054, 0.071, 0.002, 0.097, 0.280, 0.110, 0.368, -0.405, -0.085, -0.111, -0.111, -0.066, -0.123, -0.402, -0.095, -0.091, -0.099, -0.084, -0.135, 0.100, 0.115, 0.114, 0.094, 0.082, 0.123, 0.100, 0.107, 0.120, 0.059]
}

---

{
  "formula": "HN3O3",
  "method": "ωB97M-V with the def2-TZVPD basis set",
  "orbital_gap_ev": [4.89, 4.89],
  "multiplicity": 1,
  "smiles": "[O-]NN=[N+]([O-])[O-]",
  "charge": -2,
  "elements": ["O", "N", "N", "N", "O", "O", "H"],
  "coordinates": [[-0.00415, 1.55602, 1.24847], [-0.31417, 0.91219, 0.07131], [0.36444, 1.06413, -1.17877], [0.47363, -0.01934, -1.86423], [0.26022, -1.19576, -1.33541], [0.80589, 0.07628, -3.06032], [-0.15914, -0.02045, 0.21296]],
  "forces_ev_per_angstrom": [[1.0, 1.1, -0.1], [-1.4, 0.3, -1.4], [0.3, 1.2, 0.1], [-0.3, 0.6, 3.2], [-0.2, 0.1, -0.3], [0.6, -0.2, -2.4], [0.0, -3.1, 0.9]],
  "lowdin_charge": [-0.547, -0.324, -0.005, -0.612, -0.252, -0.245, -0.015]
}

---

{
  "formula": "C42H33CdN17O3",
  "method": "ωB97M-V with the def2-TZVPD basis set",
  "orbital_gap_ev": 7.38,
  "multiplicity": 1,
  "elements": ["Cd", "C", "C", "C", "C", "N", "C", "N", "C", "N", "C", "N", "C", "C", "C", "C", "C", "N", "C", "C", "C", "C", "C", "C", "H", "H", "H", "H", "H", "H", "H", "H", "H", "H", "H", "H", "C", "N", "C", "N", "C", "N", "C", "C", "C", "C", "C", "C", "C", "N", "N", "C", "O", "C", "C", "C", "C", "C", "C", "N", "C", "N", "C", "N", "C", "H", "H", "H", "H", "H", "H", "H", "H", "H", "H", "H", "H", "H", "H", "H", "H", "N", "C", "C", "N", "C", "C", "N", "H", "H", "H", "H", "H", "O", "N", "O"],
  "coordinates": [[0.54899, 0.36846, 0.57667], [3.16785, 4.03899, 0.13835], [3.90334, 4.02632, 1.32013], [3.47276, 3.23840, 2.36136], [2.32028, 2.44281, 2.22609], [1.64633, 2.42355, 1.05459], [2.07217, 3.21172, 0.05838], [1.97237, 1.74339, 3.36588], [0.98751, 0.92147, 3.51093], [-0.02186, 0.58381, 2.65275], [-0.80149, -0.37690, 3.23175], [-1.83116, -0.98327, 2.75285], [-2.38150, -0.75002, 1.50504], [-3.68834, -1.24911, 1.35021], [-4.40855, -0.98586, 0.21000], [-3.81377, -0.23224, -0.80007], [-2.50770, 0.15683, -0.61798], [-1.78830, -0.09342, 0.48629], [-0.29031, -0.65744, 4.59803], [-0.70791, -1.53966, 5.57414], [0.03880, -1.59112, 6.74723], [1.16671, -0.78911, 6.91765], [1.57602, 0.09779, 5.92684], [0.82021, 0.15093, 4.77328], [3.45284, 4.65939, -0.69970], [4.79630, 4.62978, 1.41997], [4.00515, 3.18439, 3.29966], [1.48295, 3.17497, -0.85195], [-4.09924, -1.81239, 2.17496], [-5.42149, -1.35120, 0.10188], [-4.34321, 0.03076, -1.70602], [-1.99931, 0.71805, -1.39588], [-1.57413, -2.16875, 5.41739], [-0.25364, -2.26938, 7.53847], [1.73758, -0.86834, 7.83393], [2.45828, 0.71338, 6.04042], [0.47124, -5.41524, -0.36811], [0.66622, -4.22680, 0.44877], [0.48263, -2.95165, 0.11660], [0.58347, -2.18531, 1.16897], [0.91087, -3.06054, 2.15863], [0.94206, -4.31515, 1.77007], [-0.97374, -5.38881, -0.81247], [-2.01439, -6.16396, -0.33255], [-3.31764, -5.89353, -0.74501], [-3.60784, -4.84060, -1.59203], [-2.56047, -4.06809, -2.09278], [-1.26160, -4.39707, -1.74462], [-2.75205, -2.86499, -2.90019], [-3.81585, -2.34797, -3.40304], [-3.43685, -1.15713, -3.99912], [-2.16484, -1.03858, -3.80614], [-1.65312, -2.08173, -3.12116], [-1.32258, 0.06189, -4.28698], [-1.97754, 0.96472, -5.12149], [-1.27530, 2.01453, -5.68369], [0.07310, 2.13879, -5.41324], [0.74568, 1.24526, -4.57340], [2.24011, 1.55427, -4.57885], [3.23360, 1.14418, -3.61845], [3.74418, 1.86194, -2.60146], [4.77643, 1.23161, -2.06280], [4.78643, 0.06124, -2.75776], [3.88602, -0.04251, -3.71792], [0.03619, 0.20996, -3.98654], [0.76201, -6.25390, 0.25767], [1.12410, -5.38546, -1.23955], [0.26908, -2.59028, -0.87332], [1.09094, -2.76593, 3.17970], [-1.82623, -6.95491, 0.38257], [-4.12757, -6.49781, -0.35786], [-4.62847, -4.60414, -1.86107], [-0.45183, -3.82826, -2.17629], [-3.02729, 0.81548, -5.32867], [-1.76894, 2.71520, -6.34330], [0.63106, 2.94251, -5.87941], [2.32864, 2.63867, -4.62369], [2.60184, 1.17279, -5.53680], [3.42058, 2.86870, -2.37510], [5.49685, -0.72539, -2.56416], [0.54248, -0.51664, -3.36028], [0.85831, 5.67648, 2.57491], [-0.10925, 5.05113, 1.83389], [-0.72997, 3.87504, 2.30258], [-1.63978, 3.24942, 1.59820], [-1.98852, 3.78869, 0.42154], [-1.40896, 4.96001, -0.01665], [-0.45881, 5.59444, 0.67651], [1.37115, 5.12434, 3.24115], [1.37825, 6.39024, 2.09280], [-0.44746, 3.44565, 3.25916], [-2.74839, 3.27498, -0.15454], [-1.70349, 5.41636, -0.95505], [2.89100, -0.42081, 1.16518], [3.07137, -0.77220, 0.01068], [2.08838, -0.53017, -0.78759]],
  "forces_ev_per_angstrom": [[0.0, -0.4, 0.1], [0.0, 0.0, 0.0], [-0.1, 0.0, 0.1], [0.0, 0.0, -0.1], [-0.1, 0.1, 0.0], [0.2, -0.1, 0.1], [-0.1, 0.0, 0.0], [0.2, -0.1, 0.0], [-0.2, 0.0, 0.0], [0.3, 0.1, 0.3], [-0.1, 0.2, -0.1], [0.0, -0.1, -0.1], [-0.1, 0.1, 0.1], [0.0, 0.0, -0.1], [0.1, 0.0, 0.1], [-0.1, 0.0, 0.0], [0.0, 0.1, -0.1], [0.3, 0.0, 0.0], [0.0, 0.0, 0.0], [0.0, 0.0, 0.0], [0.0, 0.0, 0.0], [0.0, 0.0, 0.0], [0.0, 0.0, 0.0], [0.0, 0.0, 0.0], [0.0, 0.0, 0.0], [0.0, 0.0, 0.0], [0.0, 0.0, 0.0], [0.0, 0.0, 0.0], [0.0, 0.0, 0.0], [0.0, 0.0, 0.0], [0.1, -0.1, 0.0], [0.0, 0.0, 0.0], [0.0, 0.0, 0.0], [0.0, 0.0, 0.0], [0.0, 0.0, 0.0], [0.0, 0.0, 0.0], [-0.3, -0.1, 0.2], [0.5, -0.1, 0.1], [-0.3, 0.2, -0.2], [0.4, 0.2, 0.4], [-0.4, 0.0, 0.0], [0.1, 0.0, 0.0], [0.1, -0.1, -0.7], [0.1, 0.1, 0.1], [-0.1, -0.1, 0.1], [0.0, 0.2, -0.1], [0.2, -0.1, 0.0], [-0.1, -0.1, 0.0], [0.0, 0.1, 0.0], [0.0, -0.2, 0.0], [0.1, -0.1, 0.1], [0.0, 0.1, -0.1], [0.0, 0.0, 0.0], [-0.2, 0.1, -0.1], [0.0, 0.1, 0.0], [0.0, -0.1, 0.1], [-0.1, 0.0, 0.0], [0.1, 0.5, 0.0], [0.4, 0.0, -0.5], [-0.7, -0.5, 0.6], [0.8, -0.1, -0.3], [-0.8, 0.0, -0.1], [0.0, 0.1, -0.1], [0.1, 0.4, 0.3], [0.2, -0.4, 0.0], [-0.2, -0.1, 0.0], [0.1, 0.1, 0.0], [0.1, 0.0, 0.0], [0.0, 0.0, 0.0], [0.0, 0.0, 0.0], [0.0, 0.0, 0.0], [0.0, 0.0, 0.0], [0.0, -0.1, -0.1], [0.0, 0.0, 0.0], [0.0, 0.0, 0.0], [0.0, 0.0, 0.0], [0.0, 0.0, -0.1], [0.1, 0.1, 0.0], [0.0, -0.2, 0.0], [0.0, 0.0, 0.0], [0.0, 0.0, 0.1], [-0.1, 0.1, 0.1], [0.0, 0.0, 0.0], [0.0, 0.0, 0.0], [-0.2, 0.0, 0.0], [0.1, 0.0, 0.0], [0.0, 0.0, 0.0], [0.0, 0.0, 0.0], [0.0, 0.0, 0.0], [0.0, 0.0, 0.0], [0.0, 0.0, 0.0], [0.0, 0.0, 0.0], [0.0, 0.0, 0.0], [0.0, 0.1, -0.3], [-0.1, 0.0, -0.1], [0.0, 0.2, 0.1]],
  "lowdin_charge": [1.401, -0.083, -0.058, -0.017, -0.361, 0.032, -0.178, 0.156, -0.326, 0.017, -0.337, 0.158, -0.328, -0.007, -0.054, -0.079, -0.168, 0.038, -0.122, -0.013, -0.074, -0.073, -0.007, -0.105, 0.102, 0.110, 0.112, 0.102, 0.111, 0.111, 0.100, 0.097, 0.114, 0.101, 0.101, 0.113, -0.057, -0.111, -0.172, 0.036, -0.181, 0.124, -0.184, -0.015, -0.060, -0.011, -0.125, -0.001, -0.284, 0.129, 0.112, -0.313, 0.119, -0.141, -0.022, -0.055, -0.050, -0.170, -0.091, -0.136, -0.171, 0.089, -0.236, 0.107, 0.039, 0.128, 0.133, 0.111, 0.113, 0.117, 0.108, 0.119, 0.112, 0.112, 0.110, 0.115, 0.120, 0.139, 0.106, 0.102, 0.118, 0.142, -0.398, -0.117, 0.075, -0.160, -0.143, 0.116, 0.087, 0.096, 0.108, 0.088, 0.099, -0.161, -0.229, -0.320]
}

---

Number 1: energy -446.89930 hartree. Number 2: energy -6824.04974 hartree. Number 3: energy -390.29705 hartree. Number 4: energy -2944.62456 hartree.